Record 1
C10H22F6LiN3O6S2 as an isolated structure at a distorted geometry, computed with ωB97M-V/def2-TZVPD.

Results
relative energy (zero: lowest compared OMol25 entry of this formula, charge and spin)	67.82	kcal per mole
orbital gap	0.3450	hartree
DFT total energy	-2412.99514	Ha
molecular weight	465.4	g/mol
maximum force	7.03	eV/A
lowest unoccupied orbital energy	-0.03	eV
charge	0

Last column: Löwdin charge in e.
Positions of all 50 atoms, in Å:
1 Li 2.444 -36.222 -38.561  0.5827
2 C 3.002 -32.815 -37.859  -0.6827
3 F 2.681 -31.613 -38.256  0.1849
4 F 3.237 -33.558 -38.955  0.1096
5 F 4.049 -32.710 -37.088  0.1778
6 S 1.647 -33.724 -36.845  0.7713
7 O 1.504 -32.887 -35.611  -0.2841
8 O 0.501 -33.978 -37.720  -0.3353
9 N 2.316 -35.360 -36.735  -0.3736
10 S 2.433 -35.530 -35.225  0.5430
11 O 3.559 -34.766 -34.606  -0.3293
12 O 1.213 -35.508 -34.463  -0.2909
13 C 3.067 -37.441 -35.140  -0.6245
14 F 2.963 -37.731 -33.885  0.1671
15 F 2.337 -38.268 -35.901  0.1165
16 F 4.397 -37.480 -35.446  0.0930
17 C 5.161 -39.559 -39.347  -0.0652
18 C 4.757 -38.196 -38.802  -0.4043
19 C 5.490 -37.234 -39.687  -0.2245
20 O 5.254 -35.853 -39.392  -0.2108
21 C 6.453 -35.128 -39.068  -0.0651
22 N 3.293 -38.057 -38.937  0.0117
23 H 4.797 -40.378 -38.726  0.0820
24 H 6.242 -39.696 -39.374  0.0829
25 H 4.783 -39.800 -40.340  0.0855
26 H 5.136 -37.966 -37.807  0.1422
27 H 5.252 -37.460 -40.727  0.1301
28 H 6.546 -37.502 -39.656  0.1242
29 H 6.977 -35.090 -40.023  0.0925
30 H 6.965 -35.463 -38.166  0.1006
31 H 6.105 -34.101 -38.954  0.0794
32 H 2.997 -38.380 -39.847  0.0828
33 H 2.865 -38.779 -38.375  0.0747
34 C -1.581 -36.569 -40.259  -0.0493
35 C -0.011 -36.625 -40.213  -0.3727
36 C 0.691 -35.429 -40.963  -0.1904
37 O 2.071 -35.653 -40.925  -0.2341
38 C 2.816 -34.738 -41.753  -0.0816
39 N 0.323 -36.679 -38.777  0.0057
40 H -1.943 -37.462 -39.749  0.0720
41 H -1.990 -36.619 -41.268  0.0706
42 H -1.972 -35.671 -39.780  0.0839
43 H 0.311 -37.522 -40.742  0.1269
44 H 0.524 -34.435 -40.549  0.1302
45 H 0.381 -35.524 -42.004  0.1288
46 H 2.744 -35.152 -42.759  0.0890
47 H 3.895 -34.736 -41.600  0.0815
48 H 2.515 -33.691 -41.771  0.0948
49 H 0.319 -35.689 -38.578  0.0114
50 H -0.360 -37.236 -38.284  0.0890

=====

Record 2
One molecule with the formula C10H22IO4P, computed with ωB97M-V/def2-TZVPD.

Results
orbital gap	0.3313	hartree
DFT total energy	-1334.16754	Ha
molecular weight	364.2	g/mol
maximum force	0.22	eV/A
lowest unoccupied orbital energy	0.01	eV
charge	0
structure (SMILES)	CCOCCOCCOCP(I)COCC

Last column: Löwdin charge in e.
Positions of all 38 atoms, in Å:
1 C -2.295 3.844 0.624  -0.0767
2 C -3.552 3.089 1.025  -0.2728
3 O -3.281 1.998 1.887  -0.1393
4 C -2.877 0.806 1.246  -0.1799
5 C -1.398 0.534 1.421  -0.2225
6 O -1.181 -0.019 2.701  -0.1237
7 C 0.183 -0.111 3.062  -0.1728
8 C 0.948 -1.206 2.299  -0.1915
9 O 2.140 -0.739 1.678  -0.2013
10 C 1.932 0.091 0.559  -0.4774
11 P 1.324 -0.933 -0.892  0.6281
12 I 0.308 0.885 -2.198  0.4122
13 C 2.937 -1.150 -1.846  -0.4649
14 O 3.077 -2.447 -2.366  -0.2179
15 C 2.378 -2.691 -3.587  -0.2768
16 C 1.112 -3.498 -3.362  -0.0860
17 H -1.704 3.289 -0.108  0.0538
18 H -1.677 4.017 1.506  0.0805
19 H -2.549 4.811 0.188  0.0743
20 H -4.076 2.726 0.132  0.1135
21 H -4.240 3.741 1.564  0.1166
22 H -3.114 0.844 0.177  0.1232
23 H -3.436 -0.020 1.693  0.1333
24 H -1.053 -0.151 0.633  0.0792
25 H -0.845 1.478 1.319  0.1116
26 H 0.188 -0.322 4.130  0.1259
27 H 0.691 0.851 2.907  0.1276
28 H 0.277 -1.659 1.558  0.0948
29 H 1.277 -1.995 2.972  0.1254
30 H 1.230 0.902 0.764  0.0397
31 H 2.900 0.533 0.322  0.0928
32 H 3.763 -1.001 -1.147  0.0906
33 H 3.010 -0.397 -2.635  0.0547
34 H 3.067 -3.234 -4.236  0.1171
35 H 2.149 -1.735 -4.071  0.1072
36 H 1.325 -4.342 -2.706  0.0802
37 H 0.323 -2.903 -2.902  0.0451
38 H 0.740 -3.886 -4.312  0.0759

=====

Record 3
C10H22N2O5PPdSeTe2 as an isolated structure, computed with ωB97M-V/def2-TZVPD.

Results
relative energy (zero: lowest compared OMol25 entry of this formula, charge and spin)	6.98	kcal per mole
orbital gap	0.2530	hartree
DFT total energy	-4286.52519	Ha
molecular weight	721.8	g/mol
maximum force	0.50	eV/A
lowest unoccupied orbital energy	-3.83	eV
charge	+1

Last column: Löwdin charge in e.
Positions of all 44 atoms, in Å:
1 Pd 1.903 1.542 0.037  0.6201
2 N 3.289 -0.091 0.315  -0.0396
3 C 3.233 -0.983 1.488  -0.1879
4 C 2.939 -0.170 2.752  -0.0667
5 C 1.511 0.296 2.668  -0.6093
6 O 0.674 -0.447 3.333  -0.4036
7 O 1.157 1.264 1.991  -0.1424
8 H 3.334 -0.634 -0.550  0.0315
9 H 4.156 0.441 0.351  0.1106
10 H 4.174 -1.522 1.601  0.1318
11 H 2.442 -1.714 1.331  0.1208
12 H 3.601 0.695 2.809  0.1362
13 H 3.070 -0.787 3.637  0.1348
14 C -0.953 2.998 -1.810  -0.3831
15 Te 0.469 3.583 -0.359  1.3868
16 C 1.635 4.681 -1.742  -0.4028
17 H -1.389 3.905 -2.222  0.0188
18 H -1.701 2.388 -1.316  -0.0236
19 H -0.441 2.416 -2.570  0.0227
20 H 1.983 4.001 -2.513  -0.0035
21 H 2.475 5.121 -1.213  0.0110
22 H 1.002 5.465 -2.151  0.0144
23 Se 3.391 -0.718 -3.383  0.6336
24 C 2.840 0.682 -2.486  -0.9570
25 N 2.455 1.607 -1.860  -0.1367
26 C -5.099 -1.138 -0.285  -0.0591
27 C -3.686 -0.713 -0.580  -0.2345
28 O -2.884 -0.975 0.625  -0.2982
29 P -1.401 -0.452 0.723  0.2215
30 O -1.080 0.765 -0.029  -0.3669
31 Te -1.349 -0.199 3.172  1.3214
32 O -0.414 -1.639 0.372  -0.2578
33 C -0.716 -3.029 0.706  -0.2472
34 C -1.461 -3.716 -0.413  -0.0544
35 H -5.722 -0.939 -1.157  0.0907
36 H -5.503 -0.582 0.559  0.0860
37 H -5.151 -2.203 -0.063  0.0837
38 H -3.606 0.348 -0.808  0.1128
39 H -3.247 -1.284 -1.398  0.1209
40 H -1.257 -3.058 1.653  0.0969
41 H 0.257 -3.496 0.847  0.1195
42 H -2.473 -3.331 -0.523  0.0625
43 H -1.530 -4.781 -0.187  0.0923
44 H -0.923 -3.600 -1.353  0.0932

=====

Record 4
C10H22N2O5ReSSi as an isolated structure at a distorted geometry, computed with ωB97M-V/def2-TZVPD.

Results
2S+1	2
relative energy (zero: lowest compared OMol25 entry of this formula, charge and spin)	23.69	kcal per mole
orbital gap (alpha / beta)	0.2829 / 0.2652	hartree
DFT total energy	-1645.34052	Ha
molecular weight	496.7	g/mol
maximum force	2.27	eV/A
lowest unoccupied orbital energy (alpha / beta)	-7.45 / -7.74	eV
charge	+2

Last column: Löwdin spin population.
Positions of all 42 atoms, in Å:
1 Re 0.343 0.596 0.626  0.8266
2 O -2.360 3.094 2.789  0.0097
3 C -1.433 2.604 2.032  0.0155
4 O -1.224 1.394 1.906  0.0327
5 C -0.575 3.637 1.322  0.0022
6 O 0.041 3.098 0.168  0.0063
7 C -0.674 3.259 -1.049  0.0014
8 C -1.624 2.110 -1.391  0.0030
9 O -2.538 2.230 -2.155  0.0080
10 O -1.348 0.944 -0.823  0.0407
11 H -2.884 2.437 3.287  0.0001
12 H 0.240 3.902 2.011  0.0005
13 H -1.156 4.536 1.102  0.0001
14 H 0.080 3.294 -1.844  0.0001
15 H -1.232 4.201 -1.078  -0.0001
16 C 5.294 -0.869 1.128  -0.0001
17 N 4.210 -1.821 1.037  -0.0010
18 C 2.957 -1.514 0.803  0.0056
19 S 2.558 0.184 0.516  0.0258
20 N 2.001 -2.427 0.746  0.0022
21 C 2.188 -3.845 0.978  0.0003
22 H 6.201 -1.395 1.410  0.0000
23 H 5.069 -0.115 1.882  -0.0001
24 H 5.461 -0.376 0.169  0.0001
25 H 4.453 -2.799 1.153  0.0001
26 H 1.067 -2.089 0.522  0.0066
27 H 2.890 -4.275 0.260  0.0000
28 H 1.231 -4.348 0.873  0.0000
29 H 2.548 -4.027 1.991  0.0000
30 C -4.192 -0.220 -1.342  0.0001
31 Si -2.334 -0.487 -1.538  0.0034
32 C -1.727 -1.714 -0.193  0.0044
33 C -1.376 -0.659 -3.160  0.0008
34 H -4.722 -1.014 -1.861  0.0000
35 H -4.543 0.720 -1.755  0.0000
36 H -4.502 -0.260 -0.300  0.0001
37 H -2.522 -2.404 0.082  0.0004
38 H -1.442 -1.192 0.736  0.0022
39 H -0.891 -2.320 -0.535  0.0011
40 H -1.509 -1.644 -3.597  0.0000
41 H -0.307 -0.494 -3.019  0.0011
42 H -1.718 0.070 -3.892  0.0001

=====

Record 5
An isolated ion of composition C10H22N3 and charge +1 at a distorted geometry, computed with ωB97M-V/def2-TZVPD.

Results
relative energy (zero: lowest compared OMol25 entry of this formula, charge and spin)	126.57	kcal per mole
orbital gap	0.3264	hartree
DFT total energy	-558.08631	Ha
molecular weight	184.3	g/mol
maximum force	5.15	eV/A
lowest unoccupied orbital energy	-4.23	eV
charge	+1
structure (SMILES)	CC/C(C)=N\N(C)/[NH+]=C/C(C)(C)C

Last column: Löwdin charge in e.
Positions of all 35 atoms, in Å:
1 C -0.657 0.402 0.705  -0.0894
2 C 1.305 -0.284 0.426  -0.2636
3 C 1.820 -0.684 1.841  -0.0034
4 C 3.186 -1.666 -0.776  -0.0858
5 C -3.067 0.725 0.367  -0.0515
6 C -2.214 -1.560 0.366  -0.0660
7 C -1.541 -0.070 -1.585  -0.0046
8 C 1.500 3.266 -0.102  0.0417
9 C 1.675 -1.327 -0.684  -0.1892
10 C -1.847 -0.178 -0.007  -0.5718
11 N 1.754 1.008 0.109  0.1608
12 N -0.383 1.733 0.309  0.0708
13 N 0.922 1.939 0.081  -0.1712
14 H -0.632 0.499 1.843  0.1583
15 H 1.421 -0.151 2.658  0.0623
16 H 2.892 -0.613 1.705  0.0821
17 H 1.534 -1.737 2.011  0.1071
18 H 3.695 -0.616 -0.644  0.1026
19 H 3.491 -1.859 -1.874  0.1117
20 H 3.537 -2.327 -0.049  0.0464
21 H -2.926 1.827 0.483  0.0831
22 H -3.588 0.388 1.260  0.0838
23 H -3.881 0.725 -0.413  0.1038
24 H -1.523 -2.333 -0.094  0.1065
25 H -2.157 -1.666 1.455  0.0993
26 H -3.190 -1.779 0.010  0.0852
27 H -1.688 -1.173 -1.909  0.1114
28 H -0.537 0.336 -1.716  0.0502
29 H -2.347 0.491 -2.112  0.0864
30 H 1.350 3.882 0.872  0.1364
31 H 0.799 3.849 -0.810  0.1335
32 H 2.594 3.145 -0.185  0.1142
33 H 1.174 -2.255 -0.572  0.0976
34 H 1.394 -0.907 -1.651  0.0982
35 H -0.964 2.410 -0.166  0.1630